{
  "formula": "C81H56N2O28S",
  "method": "ωB97M-V with the def2-TZVPD basis set",
  "multiplicity": 1,
  "total_charge": 0,
  "de_lowest_kj_mol": 51.4,
  "homo_energy_ev": -9.28,
  "largest_force_ha_per_bohr": 0.0335,
  "elements": ["C", "S", "O", "O", "C", "C", "C", "N", "C", "C", "C", "C", "O", "N", "C", "O", "H", "H", "H", "H", "H", "H", "H", "H", "C", "C", "C", "O", "C", "C", "C", "O", "H", "H", "H", "H", "C", "C", "C", "O", "C", "C", "C", "O", "H", "H", "H", "H", "C", "C", "C", "O", "C", "C", "C", "O", "H", "H", "H", "H", "C", "C", "C", "O", "C", "C", "C", "O", "H", "H", "H", "H", "C", "C", "C", "O", "C", "C", "C", "O", "H", "H", "H", "H", "C", "C", "C", "O", "C", "C", "C", "O", "H", "H", "H", "H", "C", "C", "C", "O", "C", "C", "C", "O", "H", "H", "H", "H", "C", "C", "C", "O", "C", "C", "C", "O", "H", "H", "H", "H", "C", "C", "C", "O", "C", "C", "C", "O", "H", "H", "H", "H", "C", "C", "C", "O", "C", "C", "C", "O", "H", "H", "H", "H", "C", "C", "C", "O", "C", "C", "C", "O", "H", "H", "H", "H", "C", "C", "C", "O", "C", "C", "C", "O", "H", "H", "H", "H"],
  "xyz": [[-5.668, 3.705, 0.166], [-4.568, 2.280, -0.037], [-4.490, 1.923, -1.426], [-4.942, 1.199, 0.843], [-2.952, 2.874, 0.505], [-2.334, 2.342, 1.601], [-1.096, 2.877, 1.988], [-0.424, 2.375, 3.120], [-0.561, 3.903, 1.253], [-1.210, 4.432, 0.125], [-2.414, 3.914, -0.254], [-0.361, 5.579, -0.439], [-0.348, 6.046, -1.541], [0.474, 5.924, 0.686], [0.719, 4.708, 1.420], [1.748, 4.431, 1.978], [-5.058, 4.553, 0.502], [-6.113, 3.991, -0.789], [-6.390, 3.472, 0.952], [-2.792, 1.531, 2.158], [0.574, 2.466, 2.947], [-0.640, 1.382, 3.165], [-2.937, 4.339, -1.108], [-0.119, 6.507, 1.276], [-1.972, -3.094, 0.269], [-2.900, -4.045, 0.268], [-4.248, -3.796, 0.830], [-5.098, -4.668, 0.829], [-4.526, -2.453, 1.390], [-3.592, -1.503, 1.391], [-2.245, -1.749, 0.832], [-1.391, -0.882, 0.828], [-0.980, -3.255, -0.137], [-2.718, -5.032, -0.140], [-5.527, -2.292, 1.794], [-3.774, -0.518, 1.793], [-0.173, -2.335, -2.792], [-0.773, -1.834, -3.869], [-0.857, -2.608, -5.132], [-1.401, -2.151, -6.114], [-0.248, -3.961, -5.146], [0.352, -4.463, -4.068], [0.434, -3.687, -2.808], [0.979, -4.140, -1.820], [-0.101, -1.784, -1.861], [-1.223, -0.848, -3.875], [-0.321, -4.511, -6.076], [0.803, -5.451, -4.061], [0.248, 7.410, 4.802], [-0.133, 7.818, 6.009], [-0.702, 9.171, 6.220], [-1.048, 9.546, 7.319], [-0.832, 10.052, 5.032], [-0.451, 9.643, 3.825], [0.117, 8.290, 3.618], [0.465, 7.913, 2.514], [0.667, 6.426, 4.630], [-0.045, 7.188, 6.886], [-1.250, 11.035, 5.205], [-0.537, 10.270, 2.946], [2.367, 0.243, -3.467], [1.946, 0.624, -2.264], [1.343, 1.961, -2.050], [0.962, 2.307, -0.952], [1.225, 2.858, -3.225], [1.645, 2.476, -4.428], [2.249, 1.138, -4.644], [2.632, 0.787, -5.739], [2.811, -0.729, -3.643], [2.023, -0.015, -1.393], [0.780, 3.830, -3.047], [1.568, 3.116, -5.298], [-7.999, -4.175, 1.293], [-8.930, -5.127, 1.287], [-10.284, -4.884, 1.839], [-11.134, -5.750, 1.836], [-10.564, -3.537, 2.398], [-9.634, -2.586, 2.405], [-8.280, -2.832, 1.851], [-7.431, -1.961, 1.853], [-6.998, -4.336, 0.893], [-8.741, -6.113, 0.882], [-11.558, -3.377, 2.796], [-9.818, -1.598, 2.808], [5.457, 4.503, 6.786], [4.159, 4.791, 6.823], [3.307, 4.654, 5.619], [2.122, 4.920, 5.654], [3.954, 4.184, 4.369], [5.254, 3.896, 4.333], [6.106, 4.033, 5.538], [7.290, 3.770, 5.507], [6.095, 4.598, 7.654], [3.669, 5.136, 7.725], [3.316, 4.091, 3.500], [5.745, 3.553, 3.432], [8.008, 7.773, 5.421], [8.619, 8.193, 4.318], [7.942, 9.096, 3.358], [8.501, 9.478, 2.348], [6.556, 9.515, 3.675], [5.943, 9.096, 4.779], [6.623, 8.193, 5.739], [6.065, 7.811, 6.746], [8.486, 7.113, 6.133], [9.631, 7.899, 4.070], [6.078, 10.175, 2.962], [4.931, 9.391, 5.027], [-6.705, -6.207, -3.366], [-7.484, -6.327, -2.295], [-7.453, -7.550, -1.457], [-8.171, -7.651, -0.477], [-6.524, -8.631, -1.853], [-5.744, -8.511, -2.926], [-5.773, -7.290, -3.766], [-5.062, -7.178, -4.741], [-6.713, -5.323, -3.991], [-8.170, -5.548, -1.987], [-6.517, -9.513, -1.230], [-5.059, -9.290, -3.232], [5.318, -7.297, -3.387], [4.014, -7.047, -3.296], [3.109, -7.268, -4.448], [1.919, -7.036, -4.364], [3.705, -7.778, -5.704], [5.009, -8.029, -5.796], [5.918, -7.809, -4.644], [7.105, -8.038, -4.726], [5.997, -7.142, -2.558], [3.557, -6.673, -2.387], [3.028, -7.934, -6.533], [5.462, -8.401, -6.705], [10.144, 11.574, 4.070], [10.943, 12.399, 3.396], [11.984, 13.197, 4.087], [12.711, 13.950, 3.475], [12.103, 13.040, 5.558], [11.305, 12.216, 6.231], [10.264, 11.419, 5.539], [9.536, 10.666, 6.152], [9.381, 10.985, 3.583], [10.870, 12.525, 2.323], [12.869, 13.631, 6.044], [11.376, 12.089, 7.304], [5.611, -7.699, -10.175], [5.905, -6.650, -10.938], [5.005, -5.472, -11.008], [5.271, -4.518, -11.704], [3.765, -5.510, -10.192], [3.472, -6.559, -9.430], [4.372, -7.735, -9.361], [4.107, -8.694, -8.663], [6.254, -8.568, -10.111], [6.804, -6.605, -11.539], [3.121, -4.642, -10.255], [2.572, -6.605, -8.829], [-10.689, -10.238, 1.013], [-9.634, -10.164, 0.201], [-9.002, -11.392, -0.341], [-8.039, -11.336, -1.080], [-9.586, -12.698, 0.051], [-10.638, -12.769, 0.861], [-11.273, -11.543, 1.406], [-12.233, -11.610, 2.143], [-11.166, -9.356, 1.421], [-9.199, -9.206, -0.093], [-9.109, -13.580, -0.357], [-11.077, -13.713, 1.159]],
  "forces_ev_per_angstrom": [[0.6, 0.3, 0.3], [0.3, -1.0, 0.1], [0.1, 0.7, -0.4], [-0.2, 0.6, 0.5], [-1.0, 0.4, -0.7], [0.0, 0.1, 0.2], [0.4, -0.7, 0.8], [-0.1, -0.4, -1.1], [0.7, 1.1, -0.7], [0.3, -0.3, 0.1], [-0.2, 0.5, -0.7], [-0.8, -1.3, 0.7], [-0.1, 0.0, 0.7], [1.0, 0.5, -1.0], [-0.9, -0.6, 0.1], [-0.8, 0.2, -0.1], [-0.1, -0.3, 0.0], [-0.1, -0.4, 0.1], [0.0, -0.1, -0.3], [0.1, 0.1, -0.1], [0.0, 0.1, 0.4], [0.1, 0.1, 0.4], [0.0, -0.3, 0.1], [0.7, 0.5, 0.1], [0.2, 0.0, -0.1], [0.0, -0.1, 0.0], [0.0, 0.1, 0.0], [0.5, -0.1, -0.1], [-0.1, 0.0, 0.2], [0.0, -0.2, 0.1], [-0.1, 0.1, 0.0], [0.0, 0.0, 0.0], [0.0, 0.0, 0.0], [0.0, 0.0, 0.0], [0.4, 0.0, -0.2], [-0.1, 0.0, 0.0], [-0.1, 0.1, 0.0], [0.0, 0.0, 0.1], [0.0, 0.0, -0.1], [0.0, 0.0, 0.0], [0.1, 0.0, 0.1], [0.0, -0.1, -0.1], [0.0, 0.0, 0.0], [0.0, 0.0, 0.0], [0.0, 0.0, 0.0], [0.0, 0.0, 0.0], [0.0, 0.0, 0.0], [-0.1, 0.2, 0.1], [0.0, -0.1, 0.0], [0.0, 0.0, 0.0], [0.0, 0.0, 0.1], [0.0, 0.0, 0.0], [0.0, 0.0, -0.1], [0.0, 0.1, 0.0], [0.0, 0.0, 0.1], [-0.2, 0.3, 0.3], [0.0, 0.0, 0.0], [0.0, 0.0, 0.0], [0.0, 0.0, 0.0], [0.0, 0.0, 0.0], [0.0, 0.0, 0.1], [0.0, -0.1, 0.0], [0.0, 0.0, 0.0], [0.0, 0.1, 0.1], [0.0, 0.1, -0.1], [0.0, 0.1, 0.1], [0.0, 0.0, -0.1], [0.0, 0.0, 0.0], [0.0, 0.0, 0.0], [0.0, 0.0, 0.0], [0.0, 0.0, 0.0], [0.0, 0.0, 0.0], [0.0, 0.0, -0.2], [0.0, 0.1, 0.1], [0.0, -0.1, 0.0], [0.0, 0.0, 0.0], [0.0, 0.1, 0.0], [-0.1, 0.0, 0.0], [0.0, 0.0, 0.0], [-0.5, 0.1, 0.1], [-0.4, 0.1, 0.2], [-0.1, 0.0, 0.0], [0.0, 0.0, 0.0], [0.0, 0.0, 0.0], [-0.1, 0.0, 0.1], [0.0, 0.0, 0.1], [0.0, 0.0, 0.0], [0.0, 0.0, 0.0], [0.0, -0.1, -0.1], [-0.1, 0.0, 0.0], [0.1, 0.0, 0.0], [0.0, 0.0, 0.0], [0.0, 0.0, 0.0], [0.0, 0.0, 0.0], [0.0, 0.1, 0.0], [0.0, 0.0, 0.0], [0.1, -0.1, -0.1], [0.0, -0.1, 0.0], [-0.1, -0.2, -0.1], [-0.1, -0.1, 0.0], [-0.1, 0.0, 0.0], [0.0, 0.1, -0.1], [0.0, 0.0, 0.1], [0.0, 0.0, 0.0], [0.0, 0.0, 0.0], [0.0, 0.0, 0.0], [0.0, 0.0, 0.0], [0.0, 0.0, 0.0], [-0.1, 0.1, 0.0], [0.0, 0.1, 0.0], [0.0, 0.1, 0.0], [0.4, 0.2, -0.3], [0.1, 0.0, 0.1], [-0.1, 0.0, 0.1], [0.1, 0.0, -0.1], [0.0, 0.0, 0.0], [0.0, 0.0, 0.0], [0.0, 0.0, 0.0], [-0.1, 0.0, 0.0], [0.0, 0.0, 0.0], [-0.1, 0.0, 0.1], [0.0, 0.0, 0.1], [0.0, 0.0, 0.0], [0.2, -0.2, -0.1], [0.0, 0.0, 0.0], [0.0, 0.0, 0.0], [0.0, 0.0, 0.0], [0.0, 0.0, 0.0], [0.0, 0.0, 0.0], [0.0, 0.0, 0.0], [0.0, -0.1, 0.0], [0.0, 0.0, 0.0], [0.0, 0.1, 0.0], [-0.1, -0.1, 0.0], [0.0, 0.0, -0.1], [0.0, 0.0, 0.0], [0.0, 0.0, 0.1], [0.1, 0.0, 0.0], [0.0, 0.0, 0.0], [0.0, 0.0, 0.0], [0.2, 0.2, 0.0], [0.0, 0.0, 0.0], [0.0, 0.0, 0.0], [0.0, 0.0, 0.0], [0.1, 0.0, 0.0], [0.0, -0.1, 0.0], [0.0, 0.1, -0.1], [0.0, 0.0, 0.0], [-0.1, 0.0, 0.1], [0.0, 0.1, 0.0], [0.0, -0.1, 0.0], [0.0, 0.1, -0.1], [0.0, 0.0, 0.0], [0.0, 0.0, 0.0], [0.0, 0.0, 0.0], [0.0, 0.0, 0.0], [0.1, 0.0, -0.1], [-0.1, 0.2, 0.0], [-0.1, 0.1, 0.1], [0.0, 0.0, 0.0], [0.0, -0.1, 0.0], [0.1, -0.1, 0.0], [-0.1, 0.1, 0.1], [0.0, 0.0, 0.0], [0.0, 0.0, 0.0], [-0.2, -0.6, 0.2], [0.0, 0.0, 0.0], [0.0, 0.0, 0.0]],
  "mulliken_charge": [-1.09, 1.51, -0.73, -0.67, 0.26, -0.70, 0.88, -0.62, 0.20, 0.02, -0.57, 0.07, -0.55, -0.22, -0.06, -0.56, 0.35, 0.36, 0.38, 0.52, 0.20, 0.30, 0.49, 0.25, -0.56, -0.65, 0.61, -0.60, -0.33, -0.18, 0.21, -0.56, 0.66, 0.51, 0.51, 0.35, -0.22, -0.62, 0.27, -0.58, -0.47, -0.65, 0.32, -0.63, 0.76, 0.55, 0.51, 0.84, -0.34, -0.29, 0.28, -0.55, -0.41, -0.45, 0.35, -0.63, 0.63, 0.50, 0.41, 0.45, -0.48, -0.32, 0.27, -0.32, -0.23, -0.51, 0.31, -0.58, 0.44, 0.53, 0.43, 0.44, -0.28, -0.47, 0.20, -0.56, -0.44, -0.58, 0.46, -0.53, 0.62, 0.74, 0.41, 0.42, -0.48, -0.27, 0.43, -0.59, -0.29, -0.58, 0.35, -0.60, 0.40, 0.45, 0.71, 0.47, -0.31, -0.24, 0.41, -0.62, -0.41, -0.53, 0.51, -0.61, 0.47, 0.46, 0.45, 0.48, -0.50, -0.23, 0.50, -0.64, -0.23, -0.52, 0.33, -0.57, 0.43, 0.50, 0.41, 0.44, -0.40, -0.36, 0.27, -0.60, -0.18, -0.39, 0.20, -0.54, 0.42, 0.50, 0.52, 0.48, 0.09, -0.49, 0.33, -0.54, -0.39, -0.43, 0.49, -0.49, 0.11, 0.45, 0.41, 0.42, -0.35, -0.37, 0.35, -0.53, -0.37, -0.29, 0.46, -0.57, 0.43, 0.40, 0.41, 0.44, -0.55, 0.10, 0.34, -0.53, -0.44, -0.45, 0.36, -0.55, 0.54, 0.43, 0.42, 0.40]
}